Computed, not measured: a structure of composition C32H51N8RbS, with ωB97M-V/def2-TZVPD.

Calculated values
Total charge: 0
Relative energy (zero: lowest compared OMol25 entry of this formula, charge and spin) in kJ/mol: 18.1
Max |F| in hartree/bohr: 0.00539
Total energy in Eh: -2110.2665
HOMO-LUMO gap in Ha: 0.2309

Atoms and positions in Å:
Rb: -0.085 0.125 0.151
C: 1.075 -2.491 3.864
C: 0.603 -1.091 3.544
C: 1.545 -0.148 3.113
C: 2.947 -0.599 2.781
C: 1.181 1.197 2.980
C: 2.223 2.226 2.608
C: -0.144 1.583 3.206
C: -0.574 3.019 3.023
C: -1.096 0.634 3.601
C: -2.489 1.112 3.939
C: -0.731 -0.710 3.742
C: -1.766 -1.749 4.109
H: 1.212 -3.103 2.971
H: 0.382 -3.014 4.518
H: 2.034 -2.452 4.380
H: 3.617 -0.513 3.643
H: 3.370 -0.016 1.965
H: 2.958 -1.637 2.457
H: 2.245 2.421 1.530
H: 3.220 1.899 2.891
H: 2.041 3.174 3.111
H: -1.568 3.081 2.580
H: 0.104 3.568 2.375
H: -0.617 3.551 3.979
H: -3.047 1.439 3.056
H: -2.440 1.975 4.605
H: -3.078 0.352 4.446
H: -2.741 -1.521 3.678
H: -1.905 -1.827 5.191
H: -1.482 -2.732 3.742
S: 2.480 0.043 -1.686
C: 2.640 -1.646 -2.036
N: 3.375 -2.156 -2.986
N: 4.029 -1.283 -3.739
C: 4.866 -1.697 -4.761
C: 5.033 -3.046 -5.077
C: 5.877 -3.407 -6.114
C: 6.564 -2.450 -6.849
C: 6.394 -1.109 -6.530
C: 5.555 -0.730 -5.497
N: 2.043 -2.709 -1.332
N: 1.259 -2.418 -0.407
C: 0.755 -3.571 0.267
C: 1.458 -4.773 0.327
C: 0.929 -5.847 1.023
C: -0.306 -5.742 1.653
C: -1.001 -4.543 1.600
C: -0.464 -3.454 0.928
H: 3.923 -0.298 -3.498
H: 4.500 -3.790 -4.503
H: 6.000 -4.457 -6.349
H: 7.221 -2.744 -7.656
H: 6.922 -0.347 -7.089
H: 5.428 0.317 -5.250
H: 2.412 -4.844 -0.176
H: 1.482 -6.777 1.074
H: -0.717 -6.587 2.189
H: -1.962 -4.452 2.093
H: -0.999 -2.511 0.919
N: -1.714 -1.364 -2.061
C: -2.628 -2.477 -1.769
C: -3.897 -2.045 -1.038
C: -3.780 -1.782 0.462
N: -3.104 -0.518 0.781
H: -2.041 -0.858 -2.877
H: -0.800 -1.728 -2.320
H: -2.091 -3.202 -1.155
H: -2.924 -3.008 -2.682
H: -4.635 -2.841 -1.166
H: -4.326 -1.166 -1.533
H: -3.212 -2.596 0.918
H: -4.788 -1.828 0.894
H: -3.066 -0.390 1.786
H: -3.638 0.264 0.416
C: -4.833 1.993 -1.989
C: -3.454 2.475 -2.428
C: -3.166 1.981 -3.849
C: -3.409 3.999 -2.381
N: -2.504 1.937 -1.435
N: -1.135 2.275 -1.605
H: -5.602 2.342 -2.680
H: -5.067 2.365 -0.991
H: -4.877 0.902 -1.972
H: -3.883 2.401 -4.555
H: -3.246 0.892 -3.903
H: -2.171 2.271 -4.192
H: -4.177 4.420 -3.031
H: -2.446 4.382 -2.720
H: -3.584 4.349 -1.362
H: -2.549 0.920 -1.435
H: -0.992 3.214 -1.256
H: -0.835 2.249 -2.577

Forces on atoms 1 to 6 (eV/Å):
-0.161 0.061 0.217
0.000 0.007 0.009
0.026 -0.019 -0.001
-0.004 -0.022 0.013
0.005 0.011 -0.035
0.012 0.003 -0.042

These are the Löwdin partial charges, in e, on atoms 1 to 4: 0.68 -0.02 -0.18 -0.21